Below is a 2-piece molecular cluster, C2H5F2P overall in a non-equilibrium geometry, with properties calculated with wB97M-V/def2-TZVPD.

Results
- Net charge: 0
- E: -16876.416 eV
- HOMO-LUMO gap: 11.02 eV
- Highest occupied orbital energy: -10.098 eV
- Strongest force on any atom: 3.023 eV Å⁻¹
- SMILES: C=C(F)F.P

Positions of all 10 atoms, in Å:
C: -0.790 1.935 0.101
C: 0.193 1.132 -0.351
F: -0.113 0.236 -1.253
F: 1.439 0.925 -0.032
P: 0.832 -2.140 0.763
H: -0.536 2.817 0.765
H: -1.662 2.030 -0.525
H: 0.629 -3.482 0.049
H: -0.546 -2.101 0.855
H: 0.555 -1.353 -0.372

Let us look at the Mulliken charges, expressed in e, one per atom: -0.69, 0.56, -0.23, -0.20, -0.14, 0.25, 0.28, 0.07, 0.05, 0.05

Below is C41H41LiN2O4S3 as an isolated structure in a non-equilibrium geometry, with properties calculated with wB97M-V/def2-TZVPD.

Results
- Net charge: 0
- E: -87063.095 eV
- HOMO-LUMO gap: 6.55 eV
- Highest occupied orbital energy: -6.402 eV
- Strongest force on any atom: 1.044 eV Å⁻¹

Positions of all 92 atoms, in Å:
Li: 0.900 -0.617 -1.271
C: 1.026 5.535 4.429
C: 0.807 4.275 3.631
C: 1.873 3.616 3.028
C: 1.672 2.459 2.282
C: 0.384 1.971 2.136
C: -0.697 2.598 2.741
C: -0.477 3.747 3.480
S: 0.038 0.459 1.226
O: -1.120 -0.164 1.918
C: -0.492 1.284 -0.309
C: 0.495 2.095 -0.935
C: 0.237 2.695 -2.127
C: -1.011 2.509 -2.771
C: -1.289 3.113 -4.022
C: -2.488 2.911 -4.638
C: -3.463 2.085 -4.035
C: -3.224 1.493 -2.829
C: -1.992 1.699 -2.153
C: -1.726 1.087 -0.882
C: -2.823 0.281 -0.251
C: -3.896 0.978 0.381
C: -3.905 2.391 0.530
C: -4.936 3.023 1.166
C: -6.021 2.277 1.683
C: -6.037 0.919 1.555
C: -4.978 0.235 0.907
C: -4.973 -1.176 0.777
C: -3.928 -1.818 0.188
C: -2.830 -1.085 -0.319
S: -1.351 -1.866 -1.076
O: -1.828 -2.052 -2.480
C: -1.459 -3.408 -0.191
C: -1.082 -3.491 1.139
C: -1.166 -4.717 1.785
C: -1.621 -5.853 1.119
C: -1.711 -7.185 1.820
C: -1.994 -5.733 -0.218
C: -1.915 -4.516 -0.877
H: 2.070 5.644 4.718
H: 0.418 5.536 5.334
H: 0.746 6.416 3.847
H: 2.879 4.004 3.150
H: 2.508 1.937 1.829
H: -1.690 2.173 2.639
H: -1.317 4.244 3.955
H: 1.448 2.246 -0.441
H: 0.985 3.324 -2.598
H: -0.528 3.732 -4.483
H: -2.692 3.373 -5.596
H: -4.405 1.912 -4.541
H: -3.967 0.845 -2.385
H: -3.078 2.972 0.139
H: -4.925 4.100 1.274
H: -6.835 2.788 2.182
H: -6.863 0.339 1.953
H: -5.814 -1.741 1.166
H: -3.930 -2.898 0.111
H: -0.753 -2.607 1.674
H: -0.875 -4.790 2.827
H: -1.279 -7.133 2.820
H: -1.180 -7.959 1.262
H: -2.749 -7.509 1.920
H: -2.344 -6.609 -0.754
H: -2.180 -4.417 -1.924
C: 2.054 -3.913 -3.733
O: 1.093 -3.939 -2.663
C: 0.855 -2.781 -2.007
O: 1.539 -1.797 -2.357
H: 1.921 -4.850 -4.268
H: 3.069 -3.850 -3.339
H: 1.880 -3.067 -4.392
C: 5.869 -2.218 1.600
C: 5.370 -0.884 2.134
N: 5.563 0.212 1.188
C: 4.708 0.521 0.189
S: 3.216 -0.223 0.027
N: 5.127 1.511 -0.633
C: 4.448 1.883 -1.869
C: 4.890 1.044 -3.059
H: 5.694 -3.008 2.332
H: 6.939 -2.182 1.384
H: 5.334 -2.477 0.685
H: 5.889 -0.608 3.052
H: 4.307 -0.940 2.353
H: 6.494 0.592 1.129
H: 6.088 1.803 -0.549
H: 4.636 2.943 -2.040
H: 3.381 1.753 -1.703
H: 5.965 1.140 -3.232
H: 4.369 1.363 -3.963
H: 4.653 -0.007 -2.883

Let us look at the Mulliken charges, expressed in e, one per atom: 1.30, -1.52, 1.04, -0.92, 0.21, -0.06, -0.62, -0.84, 1.08, -0.65, -0.14, -0.28, -1.09, 0.76, -1.26, -0.57, -1.05, -0.92, 1.12, 0.04, 0.46, 0.83, -0.78, -0.97, -0.61, -0.99, 0.72, -1.27, -0.99, 0.13, 1.77, -0.91, 0.10, -0.20, -0.91, 1.14, -1.52, -0.86, -0.25, 0.37, 0.38, 0.29, 0.36, 0.22, 0.49, 0.40, 0.43, 0.42, 0.44, 0.41, 0.44, 0.53, 0.52, 0.44, 0.40, 0.45, 0.38, 0.54, 0.31, 0.31, 0.35, 0.35, 0.30, 0.38, 0.50, -0.73, -0.17, 0.18, -0.98, 0.23, 0.26, 0.28, -0.99, -0.59, -0.24, 0.26, -0.33, -0.22, 0.17, -1.15, 0.37, 0.32, 0.23, 0.45, 0.24, 0.23, 0.24, 0.37, -0.31, 0.37, 0.39, 0.22

Below is one molecule with the formula C8H14Cl2N2O2, with properties calculated with wB97M-V/def2-TZVPD.

Results
- Net charge: 0
- E: -40644.826 eV
- HOMO-LUMO gap: 10.53 eV
- Highest occupied orbital energy: -9.899 eV
- Strongest force on any atom: 0.760 eV Å⁻¹
- SMILES: CCC(=O)NC(NC(=O)CC)C(Cl)Cl

Positions of all 28 atoms, in Å:
C: -2.181 -1.885 -0.685
C: -1.054 -2.834 -0.273
C: -0.044 -2.094 0.578
O: 0.055 -2.205 1.778
N: 0.768 -1.270 -0.148
C: 1.629 -0.321 0.494
N: 0.980 0.973 0.631
C: 0.376 1.586 -0.418
O: 0.374 1.101 -1.532
C: -0.323 2.877 -0.059
C: -1.664 2.568 0.611
H: -2.176 3.493 0.866
H: -2.297 1.998 -0.064
H: -1.522 1.989 1.521
H: 0.306 3.468 0.608
H: -0.493 3.439 -0.978
H: 0.956 1.400 1.542
C: 2.917 -0.163 -0.326
Cl: 3.981 1.014 0.465
H: 2.697 0.205 -1.331
Cl: 3.738 -1.724 -0.469
H: 1.853 -0.709 1.495
H: 0.536 -1.058 -1.109
H: -0.560 -3.237 -1.158
H: -1.459 -3.656 0.316
H: -2.917 -2.417 -1.283
H: -2.677 -1.487 0.198
H: -1.798 -1.052 -1.271

Let us look at the Mulliken charges, expressed in e, one per atom: -0.97, -0.65, 0.60, -0.65, 0.03, -0.92, 0.03, 0.59, -0.66, -0.66, -1.06, 0.36, 0.29, 0.32, 0.30, 0.30, 0.23, 0.11, -0.18, 0.31, -0.16, 0.62, 0.32, 0.28, 0.31, 0.37, 0.29, 0.24

Below is one molecule with the formula C3H4N4O in a non-equilibrium geometry, with properties calculated with wB97M-V/def2-TZVPD.

Results
- Net charge: 0
- E: -11181.064 eV
- HOMO-LUMO gap: 8.83 eV
- Highest occupied orbital energy: -9.149 eV
- Strongest force on any atom: 4.910 eV Å⁻¹
- SMILES: Nc1ncn[nH]c1=O

Positions of all 12 atoms, in Å:
C: -0.558 -0.376 -0.408
C: 0.524 1.667 -0.547
C: 0.343 -0.825 0.708
H: -1.741 -2.194 -0.085
H: -2.559 -0.458 -0.857
H: 0.436 2.816 -0.811
H: 2.316 -0.095 1.348
N: -1.683 -1.188 -0.595
N: -0.584 0.840 -0.929
N: 1.641 1.412 0.082
N: 1.586 0.024 0.462
O: 0.278 -1.624 1.631

Let us look at the Mulliken charges, expressed in e, one per atom: 0.54, 0.03, 0.43, 0.30, 0.32, 0.30, 0.33, -0.54, -0.53, -0.46, -0.14, -0.57

Below is C30H26I2NO4Tc as an isolated structure, with properties calculated with wB97M-V/def2-TZVPD.

Results
- Multiplicity: 4
- Net charge: +1
- E: -59604.690 eV
- HOMO-LUMO gap (spin up / spin down): 5.80 / 5.24 eV
- Highest occupied orbital energy (spin up / spin down): -10.859 / -11.220 eV
- Strongest force on any atom: 0.633 eV Å⁻¹

Positions of all 64 atoms, in Å:
Tc: -0.345 -0.362 0.642
C: -0.570 0.063 4.427
C: 0.353 -0.758 3.565
C: 1.721 -0.540 3.559
C: 2.586 -1.342 2.808
C: 4.050 -1.025 2.771
C: 2.059 -2.395 2.070
C: 0.693 -2.666 2.064
C: 0.135 -3.868 1.352
C: -0.156 -1.828 2.804
H: -1.260 0.660 3.825
H: -0.007 0.744 5.063
H: -1.174 -0.581 5.067
H: 2.137 0.264 4.155
H: 4.212 -0.150 2.139
H: 4.629 -1.855 2.369
H: 4.425 -0.787 3.766
H: 2.727 -3.035 1.505
H: 0.056 -3.697 0.278
H: -0.856 -4.123 1.731
H: 0.782 -4.732 1.496
H: -1.185 -2.132 2.968
O: -1.605 6.459 1.206
C: -1.092 5.814 2.061
O: -0.610 5.927 3.223
C: -0.922 4.239 1.884
C: -2.081 3.485 1.808
C: -1.957 2.154 1.462
N: -0.767 1.589 1.211
C: 0.346 2.335 1.319
C: 0.316 3.671 1.669
C: 1.664 1.622 1.068
O: 2.706 2.212 1.206
O: 1.516 0.378 0.719
H: -3.056 3.915 1.983
H: -2.828 1.521 1.371
H: 1.249 4.211 1.751
I: -2.865 -1.463 0.743
I: -4.562 0.108 -0.594
C: -1.330 1.421 -6.251
C: -0.456 0.475 -5.732
C: -0.329 0.317 -4.363
C: -1.078 1.110 -3.488
C: -1.938 2.074 -4.024
C: -2.069 2.223 -5.393
C: -0.999 0.989 -2.034
C: -0.530 -0.033 -1.303
C: -0.031 -1.365 -1.705
C: 1.313 -1.708 -1.489
C: 1.784 -2.963 -1.865
C: 0.931 -3.877 -2.454
C: -0.411 -3.552 -2.663
C: -0.892 -2.319 -2.281
H: -1.426 1.538 -7.322
H: 0.137 -0.137 -6.399
H: 0.374 -0.405 -3.973
H: -2.503 2.711 -3.353
H: -2.740 2.972 -5.792
H: -1.396 1.843 -1.489
H: 1.990 -0.974 -1.074
H: 2.826 -3.211 -1.712
H: 1.301 -4.847 -2.757
H: -1.072 -4.268 -3.132
H: -1.924 -2.049 -2.468

Let us look at the Mulliken charges, expressed in e, one per atom: -0.30, -1.44, 0.81, -0.63, 0.75, -1.64, -0.34, 0.97, -1.55, -1.98, 0.18, 0.40, 0.38, 0.45, 0.31, 0.39, 0.41, 0.43, 0.16, 0.36, 0.43, 1.38, -0.45, 0.06, -0.28, 0.52, -0.71, -0.87, 0.99, 0.57, -0.41, -0.04, -0.69, -0.18, 0.50, 0.20, 0.66, 0.33, -0.07, -0.44, -0.79, -0.22, 0.66, -0.54, -0.68, -0.24, 0.01, 0.40, 0.34, -0.68, -0.52, -0.81, -0.38, 0.40, 0.42, 0.52, 0.42, 0.39, 0.36, 0.50, 0.49, 0.41, 0.46, 0.46

Below is C14H17ClNO3PPdS2 as an isolated structure in a non-equilibrium geometry, with properties calculated with wB97M-V/def2-TZVPD.

Results
- Multiplicity: 3
- Net charge: 0
- E: -69388.521 eV
- HOMO-LUMO gap (spin up / spin down): 6.69 / 5.62 eV
- Highest occupied orbital energy (spin up / spin down): -6.486 / -7.472 eV
- Strongest force on any atom: 2.814 eV Å⁻¹

Positions of all 40 atoms, in Å:
Pd: 0.068 0.055 0.102
S: 0.319 -2.403 0.388
C: 0.964 -2.896 -1.131
C: 0.743 -4.276 -1.451
C: 0.965 -4.806 -2.669
C: 1.490 -3.927 -3.634
C: 1.821 -2.592 -3.414
C: 1.498 -2.027 -2.141
S: 1.623 -0.387 -1.831
H: 0.229 -4.835 -0.709
H: 0.716 -5.827 -2.871
H: 1.600 -4.329 -4.635
H: 2.211 -1.901 -4.134
Cl: -3.876 3.146 -2.431
C: -2.155 3.005 -2.186
C: -1.247 3.717 -2.950
C: 0.102 3.395 -2.752
C: 0.409 2.523 -1.754
N: -0.452 1.835 -1.032
C: -1.728 2.059 -1.293
H: -1.541 4.460 -3.667
H: 0.930 3.848 -3.324
H: 1.451 2.296 -1.461
H: -2.431 1.520 -0.674
C: 2.122 0.541 2.729
O: 0.812 0.840 3.170
P: -0.490 0.682 2.183
O: -1.226 2.064 2.402
C: -1.645 2.437 3.686
O: -1.443 -0.236 3.106
C: -1.026 -1.569 3.542
H: 2.582 1.537 2.570
H: 2.043 -0.060 1.791
H: 2.607 0.062 3.540
H: -0.847 2.535 4.414
H: -2.356 1.718 4.129
H: -2.024 3.448 3.583
H: -1.927 -2.167 3.624
H: -0.436 -1.398 4.461
H: -0.455 -2.087 2.723

Let us look at the Mulliken charges, expressed in e, one per atom: -0.29, -0.45, 0.39, -0.62, -0.73, -0.22, -0.80, 0.86, -0.37, 0.40, 0.41, 0.31, 0.43, -0.22, 0.07, -0.16, -0.80, -0.29, -0.03, -0.25, 0.47, 0.35, 0.52, 0.40, -0.56, -0.46, 1.34, -0.29, -0.72, -0.43, -0.30, 0.22, 0.25, 0.24, 0.29, 0.28, 0.26, 0.22, 0.23, 0.03